[1]
This record from OMol25 describes a molecular structure, C24H21ClCuGeN2O2Se2. The level of theory is ωB97M-V/def2-TZVPD.

Cartesian coordinates (Å):
Cu -1.70 0.46 -0.12
Se -4.83 0.01 -0.03
Se -3.66 2.06 -0.21
C -2.89 1.91 -1.98
C -3.31 2.57 -3.11
C -2.53 2.42 -4.26
C -1.38 1.66 -4.22
C -1.02 1.03 -3.03
N -1.78 1.15 -1.94
C -3.78 -0.59 1.48
C -4.43 -1.22 2.52
C -3.67 -1.66 3.60
C -2.30 -1.42 3.62
C -1.73 -0.78 2.54
N -2.45 -0.40 1.47
H -4.21 3.17 -3.10
H -2.83 2.92 -5.17
H -0.75 1.55 -5.09
H -0.12 0.44 -2.95
H -5.50 -1.34 2.51
H -4.15 -2.16 4.43
H -1.68 -1.72 4.45
H -0.67 -0.56 2.51
Ge 1.04 -0.57 -0.08
C 1.48 -1.55 1.50
C 2.12 -0.93 2.58
C 2.44 -1.67 3.71
C 2.13 -3.02 3.76
C 1.50 -3.64 2.70
C 1.17 -2.91 1.57
C 2.27 -0.28 -1.53
C 3.38 0.54 -1.37
C 4.29 0.69 -2.40
C 4.09 0.02 -3.60
C 2.99 -0.82 -3.76
C 2.08 -0.97 -2.73
H -0.36 -1.08 -0.64
H 2.37 0.12 2.54
H 2.95 -1.19 4.54
H 2.40 -3.60 4.64
H 1.26 -4.70 2.74
H 0.67 -3.41 0.74
H 3.55 1.07 -0.43
H 5.15 1.34 -2.28
H 4.80 0.13 -4.40
H 2.85 -1.36 -4.69
H 1.23 -1.63 -2.86
Cl -0.99 3.34 2.02
C 0.62 3.33 1.24
C 0.62 2.29 0.15
O 0.80 2.52 -1.01
O 0.34 1.04 0.62
H 1.35 3.09 2.01
H 0.80 4.31 0.83

The calculation puts the HOMO energy (alpha / beta) at -14.54 / -14.54 eV. The HOMO-LUMO gap (alpha / beta) comes out at 7.6 / 5.9 eV. The value obtained for the energy above the lowest of the compared OMol25 structures with the same formula, charge and spin is 4.53 kcal per mole. As for the net charge: +2. Its multiplicity is 2.

Quick look at the Löwdin charges, all values in e: Cu 0.385; Se 0.827; Se 0.865; C -0.581; C -0.030; C 0.013; C 0.017; C -0.056; N -0.056; C -0.625; C -0.063; C 0.006; C 0.003; C -0.069; N -0.064; H 0.130; H 0.136; H 0.132; H 0.103; H 0.121; H 0.134; H 0.129; H 0.102; Ge 1.045; C -0.332; C -0.106; C -0.055; C -0.050; C -0.059; C -0.109; C -0.318; C -0.096; C -0.048; C -0.044; C -0.059; C -0.135; H 0.038; H 0.105; H 0.117; H 0.118; H 0.117; H 0.106; H 0.111; H 0.119; H 0.119; H 0.116; H 0.103; Cl 0.625; C -0.424; C -0.618; O 0.137; O -0.275; H 0.095; H 0.097



[2]
This record from OMol25 describes a molecular structure, C24H21CoN3O3S2. The level of theory is ωB97M-V/def2-TZVPD.

Cartesian coordinates (Å):
Co 0.99 1.65 -1.00
O -0.55 5.24 -1.31
C 0.05 4.23 -1.07
O -0.11 3.07 -1.64
C 1.14 4.24 0.01
C 1.36 5.39 0.79
C 2.31 5.34 1.76
C 3.07 4.16 1.96
C 4.08 4.04 2.95
C 4.77 2.88 3.08
C 4.51 1.78 2.23
C 3.54 1.87 1.27
C 2.80 3.06 1.13
N 1.82 3.13 0.17
H 0.76 6.26 0.59
H 2.51 6.20 2.40
H 4.28 4.90 3.58
H 5.54 2.79 3.84
H 5.08 0.87 2.35
H 3.34 1.03 0.61
C -4.09 -7.28 3.42
C -3.27 -6.17 2.85
O -2.47 -6.28 1.98
S -3.71 -4.56 3.61
C -2.71 -3.43 2.73
C -1.34 -3.66 2.52
C -0.59 -2.73 1.85
C -1.19 -1.54 1.36
C -2.58 -1.31 1.61
C -3.31 -2.24 2.29
C -0.46 -0.61 0.65
C 0.19 0.24 0.01
H -3.46 -8.16 3.57
H -4.86 -7.54 2.69
H -4.58 -7.00 4.36
H -0.87 -4.56 2.89
H 0.47 -2.89 1.69
H -3.03 -0.39 1.25
H -4.36 -2.07 2.48
S 2.28 1.00 -2.84
C 0.94 0.41 -3.76
N 0.29 -0.70 -3.41
C -0.86 -1.23 -4.15
C -1.59 -0.08 -4.82
C -0.60 0.70 -5.67
N 0.56 1.06 -4.85
H 0.60 -1.15 -2.57
H -1.51 -1.75 -3.44
H -0.52 -1.96 -4.89
H -2.01 0.58 -4.06
H -2.40 -0.45 -5.45
H -1.05 1.62 -6.04
H -0.27 0.12 -6.53
H 1.08 1.90 -5.06

The calculation puts the HOMO energy (alpha / beta) at -11.39 / -11.36 eV. The HOMO-LUMO gap (alpha / beta) comes out at 8.1 / 5.0 eV. The value obtained for the energy above the lowest of the compared OMol25 structures with the same formula, charge and spin is 2.58 kcal per mole. As for the net charge: +1. Its multiplicity is 5.

Quick look at the Löwdin charges, all values in e: Co 0.476; O 0.104; C -0.563; O -0.140; C -0.149; C 0.028; C 0.029; C -0.142; C -0.019; C -0.060; C -0.057; C -0.016; C -0.189; N 0.076; H 0.127; H 0.128; H 0.121; H 0.111; H 0.111; H 0.100; C -0.058; C -0.692; O 0.062; S 1.068; C -0.484; C -0.055; C 0.019; C -0.222; C 0.015; C -0.070; C -0.040; C 0.030; H 0.098; H 0.102; H 0.071; H 0.119; H 0.132; H 0.133; H 0.116; S 0.682; C -0.767; N 0.035; C -0.146; C -0.153; C -0.140; N 0.045; H 0.119; H 0.126; H 0.129; H 0.129; H 0.125; H 0.131; H 0.129; H 0.139



[3]
This record from OMol25 describes C24H21F2NO2 in the gas phase in a non-equilibrium geometry. The level of theory is ωB97M-V/def2-TZVPD.

Cartesian coordinates (Å):
F -4.55 4.27 -0.85
C -4.50 2.89 -0.83
C -5.68 2.19 -0.88
C -5.60 0.80 -0.95
C -4.36 0.14 -0.97
C -3.12 0.87 -0.90
C -1.85 0.19 -0.83
C -0.61 0.77 -0.60
C 0.67 0.09 -0.67
C 1.88 0.81 -1.11
C 2.06 2.10 -0.58
C 3.18 2.83 -0.94
F 3.41 4.04 -0.31
C 4.17 2.36 -1.78
C 3.94 1.11 -2.37
C 2.84 0.33 -2.02
C -3.22 2.30 -0.86
H -6.65 2.72 -0.90
H -6.52 0.22 -1.02
H -4.32 -0.94 -1.06
H -1.87 -0.88 -1.09
H -0.59 1.84 -0.50
H 0.63 -0.97 -0.91
H 1.32 2.52 0.13
H 5.07 2.95 -2.00
H 4.71 0.70 -3.03
H 2.68 -0.65 -2.51
H -2.33 2.90 -0.94
C -2.93 -1.12 3.24
C -2.12 -1.66 2.11
O -0.81 -1.04 2.13
C -0.06 -1.59 1.13
C 1.21 -0.72 0.93
C 2.45 -1.56 0.83
C 2.49 -2.76 0.06
C 3.73 -3.31 -0.29
N 4.88 -2.78 0.11
C 4.88 -1.83 1.05
C 3.69 -1.18 1.44
O -0.37 -2.55 0.47
H -3.98 -1.42 3.14
H -2.59 -1.54 4.19
H -2.91 -0.03 3.31
H -2.06 -2.74 2.16
H -2.60 -1.40 1.15
H 1.38 0.02 1.74
H 1.58 -3.19 -0.34
H 3.78 -4.19 -0.93
H 5.83 -1.55 1.51
H 3.76 -0.34 2.15

The calculation puts the HOMO energy at -8.48 eV. As for the SMILES: CCOC(=O)[C@@H](c1ccncc1)[C@@H](/C=C/c1cccc(F)c1)c1cccc(F)c1. The HOMO-LUMO gap comes out at 7.9 eV. The value obtained for the energy above the lowest of the compared OMol25 structures with the same formula, charge and spin is 54.18 kcal per mole. As for the net charge: 0.

Quick look at the Löwdin charges, all values in e: F 0.029; C -0.248; C -0.025; C -0.078; C -0.033; C -0.205; C -0.031; C -0.027; C -0.128; C -0.211; C 0.030; C -0.239; F 0.016; C -0.010; C -0.064; C -0.027; C 0.058; H 0.132; H 0.106; H 0.108; H 0.125; H 0.091; H 0.117; H 0.138; H 0.123; H 0.109; H 0.128; H 0.112; C -0.069; C -0.231; O 0.010; C -0.465; C -0.038; C -0.180; C -0.005; C -0.147; N 0.040; C -0.139; C -0.007; O 0.095; H 0.083; H 0.079; H 0.082; H 0.121; H 0.105; H 0.145; H 0.102; H 0.106; H 0.105; H 0.112



[4]
This record from OMol25 describes a molecular structure, C24H21INO7S4Ti. The level of theory is ωB97M-V/def2-TZVPD.

Cartesian coordinates (Å):
Ti -0.65 -0.53 1.00
S -4.37 -0.48 3.69
C -3.06 -0.29 2.72
S -1.54 0.40 3.22
S -3.07 -0.78 1.03
N 0.91 -1.55 2.29
C 1.53 -2.87 2.26
C 0.87 -3.95 1.68
C 1.45 -5.21 1.72
C 2.69 -5.40 2.32
C 3.35 -4.31 2.88
C 2.77 -3.05 2.85
S 3.47 -7.02 2.37
O 4.42 -6.98 1.26
O 4.10 -7.07 3.68
O 2.38 -7.96 2.18
H 0.46 -1.40 3.19
H 1.64 -0.85 2.25
H -0.08 -3.79 1.19
H 0.95 -6.06 1.29
H 4.31 -4.47 3.35
H 3.28 -2.21 3.30
C -0.83 3.98 -3.16
C -0.71 2.51 -2.86
C 0.52 1.93 -2.57
C 0.63 0.59 -2.24
C 1.96 -0.02 -1.90
C -0.52 -0.20 -2.22
C -1.76 0.34 -2.55
C -3.02 -0.49 -2.59
C -1.84 1.70 -2.85
C -0.41 -1.65 -1.79
O -0.29 -2.54 -2.61
O -0.35 -1.81 -0.50
H 0.14 4.47 -3.07
H -1.51 4.47 -2.46
H -1.21 4.16 -4.17
H 1.41 2.55 -2.56
H 2.76 0.73 -1.97
H 2.20 -0.85 -2.57
H 1.96 -0.41 -0.88
H -2.84 -1.51 -2.23
H -3.39 -0.56 -3.61
H -3.80 -0.05 -1.97
H -2.81 2.13 -3.09
I -3.37 6.95 -0.47
C -2.04 5.39 -0.02
C -0.75 5.69 0.37
C 0.13 4.66 0.65
C -0.27 3.33 0.53
C -1.58 3.05 0.14
C -2.47 4.08 -0.14
C 0.73 2.25 0.81
O 1.86 2.50 1.16
O 0.29 1.03 0.58
H -0.43 6.72 0.46
H 1.15 4.86 0.96
H -1.91 2.02 0.05
H -3.48 3.85 -0.43

The calculation puts the HOMO energy (alpha / beta) at -3.39 / -3.37 eV. The HOMO-LUMO gap (alpha / beta) comes out at 6.3 / 6.2 eV. The value obtained for the energy above the lowest of the compared OMol25 structures with the same formula, charge and spin is 14.83 kcal per mole. As for the net charge: -2. Its multiplicity is 2.

Quick look at the Löwdin charges, all values in e: Ti 0.695; S 0.421; C -1.825; S 0.438; S 0.448; N 0.009; C -0.286; C -0.016; C -0.040; C -0.258; C -0.062; C -0.040; S 0.394; O -0.374; O -0.383; O -0.379; H 0.057; H 0.100; H 0.105; H 0.111; H 0.110; H 0.106; C -0.041; C -0.277; C -0.015; C -0.217; C -0.018; C -0.082; C -0.208; C -0.042; C -0.025; C -0.604; O 0.085; O -0.177; H 0.076; H 0.053; H 0.077; H 0.117; H 0.080; H 0.093; H 0.078; H 0.076; H 0.084; H 0.066; H 0.123; I 0.809; C -0.747; C -0.155; C -0.009; C -0.114; C -0.009; C -0.152; C -0.539; O 0.084; O -0.207; H 0.086; H 0.118; H 0.099; H 0.102